[1]
10 unconnected molecules or ions with the total composition C55H158F3N24O14P9, computed with ωB97M-V with the def2-TZVPD basis set.

Last column: Löwdin charge in e.
Geometry (Å):
C -8.42 -2.38 4.78  -0.09
N -7.74 -3.30 3.82  -0.30
C -8.52 -4.42 3.23  -0.11
P -6.04 -3.50 3.85  0.65
O -5.56 -4.08 5.20  -0.32
N -5.59 -4.41 2.50  -0.32
C -6.02 -4.13 1.16  -0.13
C -4.60 -5.40 2.65  -0.13
N -5.38 -1.94 3.45  -0.30
C -5.82 -1.07 2.39  -0.14
C -4.13 -1.57 4.07  -0.12
H -8.07 -2.54 5.80  0.07
H -9.50 -2.28 4.76  0.08
H -7.96 -1.41 4.59  0.06
H -8.48 -5.31 3.85  0.08
H -8.28 -4.55 2.17  0.05
H -9.57 -4.14 3.17  0.07
H -6.49 -4.97 0.66  0.08
H -6.73 -3.30 1.24  0.06
H -5.16 -3.85 0.55  0.06
H -4.78 -6.03 3.53  0.09
H -4.60 -6.10 1.81  0.08
H -3.63 -4.90 2.74  0.06
H -5.30 -1.22 1.45  0.06
H -6.87 -1.22 2.11  0.07
H -5.73 -0.02 2.69  0.06
H -4.31 -1.11 5.04  0.08
H -3.64 -0.87 3.39  0.06
H -3.52 -2.47 4.15  0.07
C 0.78 -1.79 5.04  -0.07
N 1.78 -1.44 3.99  -0.32
C 1.26 -0.60 3.00  -0.14
P 3.47 -1.71 4.14  0.64
O 4.24 -0.72 4.91  -0.28
N 3.53 -3.29 4.83  -0.34
C 4.70 -3.68 5.62  -0.10
C 2.74 -4.40 4.44  -0.15
N 4.06 -2.12 2.53  -0.31
C 3.31 -2.92 1.61  -0.14
C 5.47 -2.08 2.26  -0.13
H -0.02 -2.24 4.45  0.08
H 0.49 -0.94 5.65  0.09
H 1.18 -2.56 5.69  0.07
H 1.97 -0.58 2.16  0.06
H 1.25 0.41 3.42  0.09
H 0.29 -0.96 2.66  0.08
H 4.73 -4.77 5.68  0.08
H 5.57 -3.27 5.11  0.07
H 4.58 -3.27 6.62  0.08
H 1.81 -3.92 4.16  0.06
H 3.18 -4.88 3.56  0.07
H 2.63 -5.09 5.28  0.09
H 2.24 -3.06 1.77  0.06
H 3.38 -2.34 0.69  0.06
H 3.82 -3.88 1.55  0.08
H 5.66 -1.85 1.22  0.08
H 6.00 -3.01 2.48  0.08
H 6.02 -1.37 2.88  0.08
C 0.96 -5.07 0.05  -0.13
N 0.07 -5.28 1.19  -0.27
C -0.65 -4.07 1.59  -0.09
P -0.64 -6.82 1.54  0.66
O -1.65 -6.70 2.62  -0.29
N -1.20 -7.40 -0.04  -0.31
C -2.11 -6.52 -0.66  -0.16
C -1.57 -8.85 -0.16  -0.09
N 0.75 -7.74 2.01  -0.30
C 1.12 -7.78 3.39  -0.13
C 1.86 -8.12 1.12  -0.11
H 1.98 -5.09 0.43  0.05
H 0.91 -4.11 -0.46  0.06
H 0.87 -5.80 -0.76  0.08
H -1.48 -4.38 2.22  0.06
H -1.00 -3.53 0.71  0.06
H 0.05 -3.43 2.13  0.06
H -2.97 -6.44 0.01  0.08
H -1.61 -5.56 -0.70  0.06
H -2.40 -6.87 -1.65  0.08
H -0.76 -9.44 0.27  0.06
H -2.45 -9.07 0.44  0.08
H -1.80 -9.13 -1.19  0.08
H 2.02 -7.17 3.55  0.07
H 0.30 -7.35 3.96  0.07
H 1.27 -8.81 3.72  0.09
H 2.58 -7.33 0.90  0.07
H 1.59 -8.66 0.21  0.07
H 2.43 -8.90 1.64  0.08
C -0.79 3.45 -1.44  -0.12
N -1.22 3.84 -2.81  -0.27
C -0.52 3.03 -3.86  -0.09
P -2.41 5.02 -3.22  0.57
O -2.23 5.50 -4.63  -0.32
N -3.93 4.31 -3.02  -0.28
C -5.17 4.65 -3.79  -0.08
C -4.22 3.58 -1.75  -0.12
N -2.32 6.26 -2.06  -0.27
C -1.02 6.89 -1.74  -0.11
C -3.57 6.97 -1.65  -0.08
H -0.73 2.37 -1.31  0.06
H -1.39 3.96 -0.68  0.06
H 0.20 3.86 -1.28  0.07
H -0.41 3.64 -4.76  0.07
H -1.05 2.09 -3.99  0.07
H 0.51 2.75 -3.63  0.06
H -4.95 4.43 -4.84  0.08
H -6.03 4.01 -3.57  0.07
H -5.49 5.68 -3.62  0.07
H -4.61 4.33 -1.07  0.05
H -5.07 2.90 -1.88  0.05
H -3.47 2.95 -1.27  0.06
H -0.78 7.79 -2.30  0.08
H -0.99 7.21 -0.70  0.07
H -0.23 6.15 -1.81  0.06
H -4.28 6.31 -1.15  0.05
H -4.08 7.24 -2.58  0.06
H -3.47 7.93 -1.14  0.09
C -6.45 -3.96 -2.98  -0.11
N -5.04 -3.70 -3.32  -0.29
C -4.25 -4.96 -3.44  -0.10
P -4.24 -2.32 -2.66  0.64
O -4.28 -2.38 -1.18  -0.31
N -2.67 -2.30 -3.38  -0.28
C -2.40 -2.01 -4.85  -0.07
C -1.46 -2.82 -2.69  -0.12
N -5.15 -0.89 -3.21  -0.31
C -5.26 0.27 -2.47  -0.17
C -5.95 -0.84 -4.47  -0.10
H -6.63 -4.00 -1.91  0.07
H -6.80 -4.94 -3.31  0.08
H -7.15 -3.22 -3.37  0.07
H -3.21 -4.84 -3.75  0.06
H -4.71 -5.61 -4.17  0.08
H -4.16 -5.45 -2.47  0.07
H -2.70 -1.01 -5.14  0.08
H -1.36 -2.28 -5.07  0.05
H -2.94 -2.74 -5.46  0.07
H -1.79 -3.12 -1.70  0.05
H -1.11 -3.79 -3.04  0.07
H -0.64 -2.10 -2.72  0.07
H -5.57 -0.09 -1.48  0.08
H -4.35 0.86 -2.45  0.07
H -6.03 0.94 -2.85  0.08
H -6.96 -1.06 -4.13  0.07
H -5.70 -1.67 -5.13  0.07
H -5.79 0.12 -4.97  0.08
C -4.72 3.17 1.90  -0.10
N -3.52 3.40 2.73  -0.28
C -3.51 2.73 4.06  -0.10
P -2.55 4.86 2.58  0.62
O -3.05 5.86 1.59  -0.30
N -2.51 5.52 4.16  -0.30
C -3.66 6.25 4.73  -0.09
C -1.29 5.51 5.00  -0.10
N -0.98 4.29 2.20  -0.29
C -0.36 3.12 2.66  -0.15
C 0.04 5.14 1.59  -0.10
H -4.66 3.45 0.84  0.05
H -5.47 3.77 2.39  0.08
H -5.13 2.16 2.00  0.06
H -3.84 1.69 4.02  0.07
H -4.15 3.27 4.76  0.07
H -2.49 2.70 4.45  0.06
H -4.21 5.60 5.41  0.07
H -3.29 7.14 5.24  0.08
H -4.29 6.60 3.91  0.08
H -0.37 5.20 4.51  0.04
H -1.18 6.51 5.42  0.08
H -1.37 4.88 5.89  0.08
H 0.41 3.48 3.34  0.05
H -1.06 2.48 3.19  0.06
H 0.19 2.57 1.89  0.08
H -0.13 5.29 0.53  0.05
H 1.05 4.78 1.72  0.08
H 0.07 6.14 2.03  0.09
C 5.92 2.50 -8.06  -0.12
N 5.84 3.00 -6.73  -0.33
C 4.60 3.70 -6.41  -0.11
P 6.96 2.51 -5.61  0.60
O 8.14 1.77 -6.16  -0.30
N 7.41 3.91 -4.69  -0.31
C 8.09 3.67 -3.41  -0.11
C 7.85 5.16 -5.45  -0.07
N 5.98 1.55 -4.49  -0.28
C 5.76 0.14 -4.83  -0.10
C 4.98 2.26 -3.69  -0.15
H 5.37 1.56 -8.15  0.08
H 6.99 2.43 -8.27  0.08
H 5.47 3.21 -8.76  0.08
H 4.57 4.09 -5.39  0.06
H 3.77 3.01 -6.58  0.08
H 4.40 4.52 -7.09  0.08
H 8.81 2.85 -3.44  0.08
H 8.54 4.57 -3.01  0.08
H 7.32 3.29 -2.74  0.05
H 7.97 5.93 -4.69  0.07
H 8.79 4.90 -5.94  0.08
H 7.13 5.53 -6.17  0.07
H 5.00 0.02 -5.61  0.06
H 6.67 -0.41 -5.09  0.09
H 5.38 -0.32 -3.92  0.07
H 3.99 2.19 -4.14  0.06
H 5.19 3.33 -3.63  0.06
H 4.95 1.85 -2.68  0.07
C 2.75 4.90 4.29  -0.14
N 3.69 5.53 3.38  -0.30
C 3.28 6.86 2.97  -0.12
P 5.05 4.72 2.59  0.62
O 5.76 5.71 1.74  -0.31
N 6.03 3.97 3.80  -0.31
C 6.48 4.59 5.08  -0.10
C 6.99 2.94 3.40  -0.12
N 4.37 3.44 1.69  -0.28
C 5.00 3.07 0.35  -0.07
C 3.68 2.33 2.40  -0.09
H 1.71 5.11 4.04  0.04
H 2.92 5.50 5.18  0.08
H 2.92 3.84 4.49  0.08
H 2.96 6.86 1.93  0.08
H 4.06 7.63 3.06  0.08
H 2.49 7.24 3.61  0.08
H 5.83 5.41 5.38  0.07
H 6.75 3.91 5.89  0.08
H 7.37 5.16 4.83  0.08
H 7.45 2.47 4.28  0.09
H 6.55 2.23 2.71  0.06
H 7.73 3.39 2.74  0.08
H 5.97 2.60 0.54  0.07
H 4.26 2.48 -0.19  0.04
H 5.18 3.95 -0.27  0.07
H 2.70 2.67 2.75  0.04
H 4.37 2.03 3.19  0.07
H 3.46 1.48 1.75  0.06
C -2.18 0.53 0.89  -0.03
C -1.29 -0.28 -0.10  -0.17
O 0.01 0.33 -0.23  -0.03
C 1.12 -0.42 -0.57  -0.27
O 1.06 -1.67 -0.73  0.07
C 2.30 0.49 -0.98  -0.59
F 3.33 0.18 -0.29  0.21
F 2.58 0.24 -2.26  0.17
F 1.95 1.78 -0.83  0.15
H -3.22 0.20 0.88  0.07
H -2.25 1.60 0.67  0.06
H -1.75 0.41 1.88  0.06
H -1.72 -0.15 -1.09  0.12
H -1.22 -1.33 0.18  0.10
C 1.54 -3.97 -6.45  -0.10
O 2.25 -3.84 -5.21  -0.23
P 3.19 -2.51 -5.01  0.47
O 3.97 -2.15 -6.23  -0.25
O 2.17 -1.33 -4.44  -0.26
C 1.35 -0.50 -5.27  -0.09
O 4.08 -2.85 -3.74  -0.21
C 3.56 -3.23 -2.46  -0.07
H 1.84 -3.42 -7.34  0.09
H 0.48 -3.80 -6.24  0.07
H 1.68 -5.02 -6.69  0.09
H 1.61 0.52 -5.00  0.08
H 0.29 -0.59 -5.02  0.06
H 1.48 -0.65 -6.34  0.09
H 2.63 -2.68 -2.30  0.06
H 4.38 -2.93 -1.81  0.09
H 3.47 -4.31 -2.38  0.09

Values from the calculation:
SMILES string: CN(C)P(=O)(N(C)C)N(C)C.CN(C)P(=O)(N(C)C)N(C)C.CN(C)P(=O)(N(C)C)N(C)C.CN(C)P(=O)(N(C)C)N(C)C.CN(C)P(=O)(N(C)C)N(C)C.CN(C)P(=O)(N(C)C)N(C)C.CN(C)P(=O)(N(C)C)N(C)C.CN(C)P(=O)(N(C)C)N(C)C.CCOC(=O)C(F)(F)F.COP(=O)(OC)OC
HOMO level: -7.934 eV
LUMO energy: 0.0222 eV
HOMO-LUMO gap: 0.2924 hartree
total charge: 0
spin multiplicity: 1

[2]
A molecular structure, C55H38N8O6S6Sn, computed with ωB97M-V with the def2-TZVPD basis set.

Last column: Löwdin charge in e.
Geometry (Å):
Sn 0.47 -0.74 -0.67  1.22
S -1.03 4.48 2.24  1.05
C -1.61 5.89 3.02  -0.42
C -2.71 6.41 2.40  -0.21
C -3.08 5.66 1.27  -0.14
C -2.27 4.58 1.04  -0.46
C -2.37 3.60 -0.04  -0.19
C -1.31 2.72 -0.36  -0.14
N -1.39 1.78 -1.27  0.10
C -2.52 1.65 -1.98  -0.15
C -3.61 2.53 -1.81  -0.14
C -4.76 2.42 -2.65  -0.04
C -4.85 1.44 -3.58  -0.04
C -3.80 0.49 -3.74  -0.14
C -3.89 -0.56 -4.67  0.01
C -2.84 -1.45 -4.80  -0.20
C -1.70 -1.23 -4.00  -0.07
N -1.59 -0.27 -3.12  0.14
C -2.62 0.59 -2.96  -0.13
C -2.87 -2.58 -5.72  -0.47
C -2.20 -3.77 -5.64  -0.09
C -2.47 -4.64 -6.72  -0.18
C -3.34 -4.11 -7.62  -0.44
S -3.86 -2.54 -7.16  1.00
C -3.52 3.50 -0.80  0.04
H -1.12 6.25 3.91  0.06
H -3.23 7.30 2.74  0.09
H -3.92 5.92 0.64  0.10
H -0.36 2.81 0.15  0.04
H -5.56 3.14 -2.53  0.11
H -5.72 1.36 -4.23  0.11
H -4.78 -0.68 -5.26  0.10
H -0.83 -1.88 -4.12  0.10
H -1.54 -4.02 -4.81  0.09
H -2.04 -5.62 -6.82  0.10
H -3.71 -4.54 -8.54  0.05
H -4.36 4.15 -0.62  0.11
C 4.18 -5.84 2.77  -0.06
C 2.85 -5.19 2.45  -0.29
C 1.88 -5.88 1.73  -0.05
C 0.67 -5.28 1.44  -0.06
C 0.43 -3.98 1.86  -0.26
C 1.39 -3.28 2.57  -0.05
C 2.59 -3.89 2.88  -0.04
S -1.10 -3.16 1.41  0.53
O -2.10 -4.21 1.38  -0.34
O -1.28 -2.11 2.37  -0.35
N -0.86 -2.55 -0.05  -0.34
C -1.24 -3.42 -1.14  -0.22
C -0.22 -3.41 -2.28  -0.67
O -0.28 -4.31 -3.14  -0.03
O 0.58 -2.42 -2.32  -0.22
H 4.11 -6.92 2.70  0.07
H 4.51 -5.57 3.78  0.07
H 4.94 -5.49 2.06  0.07
H 2.08 -6.89 1.40  0.10
H -0.11 -5.81 0.91  0.11
H 1.15 -2.27 2.89  0.10
H 3.34 -3.36 3.45  0.11
H -2.17 -3.05 -1.61  0.12
H -1.42 -4.44 -0.82  0.10
O 5.08 5.81 -4.24  0.04
N 4.84 5.46 -3.09  -0.34
O 5.29 6.07 -2.14  0.06
C 4.03 4.28 -2.89  -0.08
C 3.69 3.60 -4.02  0.06
C 2.97 2.39 -3.97  -0.14
C 2.65 1.68 -5.15  -0.02
C 2.00 0.48 -5.04  -0.03
C 1.69 0.00 -3.77  -0.10
N 1.94 0.65 -2.65  0.10
C 2.56 1.85 -2.73  -0.12
C 2.84 2.60 -1.53  -0.13
N 2.36 2.11 -0.38  0.14
C 2.58 2.76 0.74  -0.13
C 3.28 3.97 0.79  -0.03
C 3.78 4.49 -0.37  -0.01
C 3.58 3.82 -1.59  -0.06
H 4.02 3.98 -4.97  0.12
H 2.93 2.10 -6.11  0.11
H 1.75 -0.10 -5.92  0.11
H 1.24 -0.98 -3.63  0.08
H 2.14 2.33 1.64  0.06
H 3.42 4.48 1.73  0.11
H 4.33 5.42 -0.36  0.09
S 0.77 0.24 7.80  0.49
C 0.14 0.47 6.27  -1.12
S 1.08 0.33 4.82  0.92
C -0.38 0.73 3.81  -1.13
N -1.41 0.90 4.58  -0.01
N -1.14 0.75 5.92  -0.15
C -2.28 0.88 6.76  -0.19
C -3.51 0.53 6.21  -0.01
C -4.67 0.70 6.95  -0.10
C -4.62 1.23 8.23  -0.12
C -3.39 1.56 8.78  -0.10
C -2.22 1.39 8.06  -0.06
S -0.28 0.98 2.17  0.50
H -3.54 0.14 5.21  0.11
H -5.62 0.42 6.51  0.10
H -5.53 1.39 8.79  0.09
H -3.33 1.96 9.78  0.09
H -1.27 1.65 8.49  0.04
C 5.22 -2.40 0.45  -0.14
C 4.42 -3.15 -0.40  -0.12
C 3.10 -2.77 -0.64  -0.13
C 2.55 -1.63 -0.05  -0.29
C 3.38 -0.88 0.80  -0.17
C 4.69 -1.26 1.05  -0.12
H 6.24 -2.69 0.64  0.08
H 4.82 -4.03 -0.88  0.09
H 2.49 -3.36 -1.32  0.08
H 2.98 0.01 1.27  0.06
H 5.32 -0.66 1.71  0.09

Values from the calculation:
HOMO level: -1.885 eV
ΔE to the lowest compared entry with this formula, charge and spin: 20.0 kcal per mole
LUMO energy: 2.2510 eV
HOMO-LUMO gap: 0.1520 hartree
total charge: -2
spin multiplicity: 1

[3]
A molecular structure, C55H41N11O2P2SSe2V, computed with ωB97M-V with the def2-TZVPD basis set.

Last column: Löwdin charge in e.
Geometry (Å):
V -0.55 -0.81 1.36  0.61
C -4.01 3.36 1.95  -0.03
C -3.21 3.03 3.18  -0.32
C -3.71 3.44 4.44  -0.02
C -3.00 3.16 5.56  -0.02
C -1.78 2.44 5.45  -0.16
C -1.01 2.10 6.59  -0.05
C 0.16 1.42 6.44  -0.08
C 0.59 1.05 5.15  -0.12
C -0.13 1.35 4.02  -0.52
S 0.61 0.88 2.47  0.72
C -1.36 2.07 4.15  -0.22
N -2.08 2.39 3.04  0.16
H -5.08 3.22 2.13  0.08
H -3.70 2.74 1.12  0.02
H -3.85 4.41 1.67  0.09
H -4.64 3.98 4.49  0.11
H -3.34 3.47 6.54  0.12
H -1.37 2.40 7.57  0.11
H 0.76 1.16 7.30  0.10
H 1.52 0.50 5.04  0.10
Se 2.54 2.37 -4.45  0.40
P 3.32 0.86 -3.24  0.53
C 3.60 -0.73 -4.09  -0.35
C 4.18 -1.82 -3.44  -0.09
C 4.36 -3.01 -4.13  -0.07
C 3.97 -3.12 -5.46  -0.08
C 3.41 -2.03 -6.11  -0.07
C 3.22 -0.83 -5.43  -0.11
C 4.89 1.33 -2.46  -0.36
C 4.83 2.27 -1.43  -0.09
C 6.01 2.70 -0.84  -0.07
C 7.23 2.21 -1.28  -0.08
C 7.28 1.29 -2.32  -0.07
C 6.11 0.85 -2.92  -0.07
C 2.35 0.36 -1.77  -0.32
C 1.01 0.48 -1.34  -0.33
N 0.90 -0.26 -0.22  -0.05
N 2.10 -0.78 -0.03  -0.09
N 2.99 -0.44 -0.90  0.16
P -0.46 1.49 -1.69  0.72
Se -1.88 0.91 -0.17  0.65
C -0.94 1.14 -3.39  -0.36
C -1.92 1.94 -3.98  -0.09
C -2.36 1.66 -5.26  -0.06
C -1.85 0.57 -5.95  -0.06
C -0.89 -0.24 -5.35  -0.07
C -0.44 0.04 -4.07  -0.11
C 0.15 3.19 -1.58  -0.34
C 0.24 4.07 -2.65  -0.14
C 0.79 5.33 -2.46  -0.08
C 1.24 5.71 -1.21  -0.07
C 1.14 4.84 -0.13  -0.06
C 0.58 3.58 -0.31  -0.09
H 4.48 -1.74 -2.41  0.10
H 4.81 -3.86 -3.62  0.11
H 4.12 -4.05 -5.99  0.11
H 3.12 -2.11 -7.15  0.11
H 2.79 0.03 -5.92  0.05
H 3.88 2.66 -1.10  0.11
H 5.97 3.43 -0.04  0.11
H 8.15 2.55 -0.81  0.11
H 8.24 0.92 -2.67  0.11
H 6.15 0.14 -3.73  0.11
H -2.34 2.78 -3.43  0.12
H -3.12 2.29 -5.72  0.11
H -2.20 0.34 -6.94  0.11
H -0.48 -1.09 -5.88  0.11
H 0.32 -0.58 -3.62  0.09
H -0.10 3.77 -3.63  0.07
H 0.86 6.01 -3.30  0.11
H 1.68 6.69 -1.07  0.11
H 1.48 5.14 0.86  0.11
H 0.46 2.92 0.54  0.05
O -1.27 -1.54 2.64  -0.22
C -2.13 -2.50 3.04  -0.27
C -2.32 -2.77 4.39  0.01
C -3.24 -3.72 4.77  -0.06
C -3.98 -4.41 3.81  -0.06
C -3.76 -4.16 2.47  -0.01
C -2.83 -3.20 2.06  -0.09
C -2.55 -2.93 0.65  -0.24
N -1.57 -2.18 0.15  -0.01
C -1.64 -2.28 -1.23  -0.12
C -2.66 -3.09 -1.56  -0.07
N -3.22 -3.50 -0.37  0.14
H -1.75 -2.20 5.11  0.13
H -3.40 -3.93 5.82  0.11
H -4.72 -5.14 4.10  0.11
H -4.32 -4.72 1.73  0.12
H -0.97 -1.74 -1.88  0.09
H -3.07 -3.37 -2.52  0.12
H -4.07 -4.03 -0.29  0.16
N 5.06 -5.60 0.76  0.16
C 4.20 -4.85 0.92  -0.17
C 3.12 -3.90 1.11  -0.24
C 3.39 -2.59 1.05  0.02
C 2.29 -1.60 1.23  -0.26
N 0.97 -2.12 1.50  -0.08
C 0.81 -3.48 1.52  -0.13
C 1.79 -4.39 1.36  -0.05
H 4.38 -2.20 0.88  0.12
H 2.54 -0.85 1.97  0.10
H -0.20 -3.82 1.71  0.11
H 1.59 -5.45 1.43  0.10
N -4.91 -0.47 3.36  0.18
C -4.53 -0.45 2.04  -0.53
O -3.36 -0.08 1.79  -0.18
C -5.50 -0.91 1.10  -0.21
C -6.78 -1.32 1.56  -0.27
N -7.80 -1.68 1.98  0.11
C -5.21 -1.06 -0.28  -0.24
N -4.97 -1.19 -1.41  0.14
H -5.88 -0.59 3.60  0.08
H -4.32 0.05 3.99  0.10

Values from the calculation:
HOMO level (alpha / beta): -7.238 / -7.239 eV
ΔE to the lowest compared entry with this formula, charge and spin: 28.9 kcal per mole
LUMO energy (alpha / beta): -1.1717 / -0.6342 eV
HOMO-LUMO gap (alpha / beta): 0.2229 / 0.2427 hartree
total charge: 0
expectation value of S²: 0.769
spin multiplicity: 2